# 1
# C81H209N9O28

19 unconnected molecules or ions with the total composition C81H209N9O28 at a distorted geometry (the ωB97M-V functional and the def2-TZVPD basis, the Open Molecules 2025 dataset).

Structure (XYZ):
```
327
C81H209N9O28, DFT the ωB97M-V functional and the def2-TZVPD basis
H 5.096 1.816 5.764
H -3.352 -3.660 0.063
C 4.290 1.984 5.054
H -2.757 -3.399 3.039
H -2.653 -5.943 5.653
H 3.972 -1.460 7.696
C 8.048 4.115 2.152
H -1.631 0.996 -10.152
O -5.009 -2.344 -5.813
C -1.351 7.629 -0.915
H -1.112 1.977 5.716
H 6.854 -5.045 2.816
C -4.005 -7.040 1.462
H -1.591 8.692 -0.895
H 0.789 3.882 -7.855
H -3.609 1.368 4.078
C -3.078 6.717 3.551
H -8.492 0.940 8.762
H 3.179 -4.036 6.327
N -8.456 0.469 6.615
H -1.856 -5.340 -1.214
C -1.695 -5.581 5.405
H 1.701 8.174 -1.658
H -0.096 -2.083 -3.033
C -0.103 2.316 -3.605
H -1.011 5.327 -2.045
C -0.318 2.491 5.198
C -6.007 -2.531 -3.663
H 0.607 8.795 -0.522
H -4.764 -7.299 2.153
H 6.656 -4.699 4.525
C 1.120 -1.972 -6.039
C -6.888 -8.798 -4.642
H -8.198 0.951 5.753
C -6.231 5.079 4.381
H 3.052 5.258 2.045
H 0.767 2.270 1.437
C 5.562 -0.204 -5.196
H -10.578 0.630 6.252
H -7.797 -8.384 -5.013
H 0.769 -2.088 -7.086
C 2.778 5.101 -0.062
C 2.239 5.315 1.324
H 5.039 -3.739 -3.220
H -2.881 2.592 -3.241
H -1.326 -4.876 7.400
H 4.581 -2.351 -2.340
O 2.067 -4.486 -3.331
H -7.137 -9.345 -3.756
H -0.788 6.517 4.347
H -0.631 -1.091 -5.151
H 0.617 2.526 5.779
H -1.026 2.441 0.893
O -0.806 -2.166 -1.430
C -4.235 -6.726 -3.170
C -1.795 -3.177 -1.293
H -2.302 -5.146 2.837
H 3.271 -1.140 2.948
H -0.224 4.927 -5.295
H 0.065 0.565 -9.720
O -6.362 2.328 6.654
C -8.243 1.371 7.805
C 5.336 -1.382 -8.529
H -6.245 0.828 7.964
H 1.750 -3.727 -3.853
H -0.495 -6.351 7.051
H 1.738 6.305 1.458
H -2.594 4.731 3.932
H -6.968 -5.935 -1.553
C -2.778 4.529 -2.446
H 9.908 1.510 -2.677
H 6.249 -0.088 -1.242
H -0.430 -4.623 -0.398
H 5.764 -2.709 -7.111
C 3.260 -4.962 -1.357
H -2.922 7.169 -2.318
C 4.967 -4.220 3.334
H -1.267 -6.229 4.641
H 2.076 0.654 -0.256
O -1.888 -4.291 4.709
H 4.301 -5.728 4.746
H 0.980 0.795 -1.573
C -1.202 3.811 -7.436
C -2.652 -2.935 -0.004
H 2.309 -5.293 -0.948
H 3.579 2.755 5.459
C 9.785 1.240 -1.621
H -2.519 2.487 -8.557
H 2.169 5.767 -4.969
H -4.354 -3.033 -5.545
O -4.857 5.421 4.505
H 5.534 1.489 -1.016
H -3.002 5.044 -3.431
O 4.677 -3.867 1.990
H 0.778 4.422 4.051
C -4.813 -8.041 -3.640
H -6.536 2.406 8.720
H 0.057 0.076 1.205
C 6.260 -0.844 -6.324
H -1.771 2.709 -1.854
H -6.485 -9.560 -5.305
H -4.901 7.543 4.131
H -6.796 5.915 4.568
H 0.595 2.446 -4.441
O -0.485 2.530 -9.254
H -5.537 0.069 1.299
C -7.222 -1.591 -5.583
C -2.682 -4.376 3.553
N 0.381 -4.650 6.367
H 6.260 0.560 -4.762
H 3.123 -5.412 3.550
H 2.159 3.961 -5.077
H -5.363 -0.238 3.046
H 1.200 -0.845 -0.757
O 4.266 0.201 -9.970
H 6.216 -1.020 -9.083
C 1.507 -3.260 3.774
H -4.102 -0.651 1.856
C 1.269 -3.867 1.521
C 0.706 -1.972 4.034
H 8.496 3.208 1.922
C 5.905 -0.341 2.869
C 6.641 3.800 2.724
H 7.129 -3.410 3.479
H 3.235 1.508 -11.128
C -1.083 -4.542 -1.281
H 1.820 -5.872 7.394
H -3.588 -6.048 1.770
H -2.537 2.415 3.173
H -0.222 -4.055 -5.571
H -3.177 -2.003 -0.068
H 1.474 4.552 1.420
C 6.414 0.850 -0.775
C -0.003 -1.940 -4.992
H 4.520 -6.387 3.139
C 2.935 0.968 3.531
O 4.387 0.366 -5.615
H -5.265 -3.242 -3.280
H -3.439 -6.974 -2.459
C -4.920 2.407 6.608
H -3.204 -7.795 1.485
H -6.859 -2.761 -3.053
O 2.800 4.827 -6.709
H 5.336 -0.997 -4.409
H 3.496 0.131 -3.794
H 6.625 -0.030 -6.967
H -1.395 4.687 -8.071
H 3.852 -4.648 -0.490
H 4.361 4.095 -7.734
H 1.313 6.026 -1.398
C 1.966 4.887 -5.625
C 7.842 -0.823 4.187
H -2.986 7.530 2.782
C 0.054 2.164 0.631
H 5.363 -1.041 3.430
C 2.971 -3.835 -2.353
H 9.957 2.128 -1.022
C 1.384 -4.834 7.394
H 3.302 2.814 -7.034
H -6.821 -0.556 -5.311
C -0.860 -3.195 -5.269
C -5.494 -6.038 -0.050
H -0.436 3.731 2.963
C 4.235 -5.544 3.685
O 7.301 -0.680 2.879
H 2.355 -3.360 4.404
C 5.948 5.065 3.296
O 3.423 3.791 -0.262
C -6.220 -2.639 -5.143
H -2.038 -2.900 0.882
H 0.543 9.463 -2.119
O -3.289 4.480 0.654
H 1.039 -4.195 3.979
H 1.620 -3.604 0.522
C -0.872 5.740 3.533
O 2.183 -2.589 7.392
H 4.931 -2.295 -9.067
N 6.538 0.744 0.707
C -9.823 -0.017 6.669
H -3.712 4.323 -1.908
O -0.948 3.401 -3.545
H 3.545 5.867 -0.255
H -6.427 4.696 3.351
C 5.565 -0.244 1.365
O -0.189 7.521 -1.816
O -5.973 -7.769 -4.429
H 1.930 -0.240 2.189
C 2.411 -0.423 3.138
C 0.720 8.569 -1.506
H 4.664 0.342 1.247
H 1.394 -4.951 1.628
H -4.067 -8.542 -4.192
H -2.431 0.599 2.912
N 0.188 3.828 -7.006
C -0.608 1.387 -10.031
H -1.320 1.665 -7.529
H -9.463 -2.100 6.136
H 3.624 1.345 2.726
H -2.646 4.592 -0.095
H 7.908 2.343 -0.495
H -9.000 2.194 7.711
C 3.761 3.797 -6.858
H 0.360 2.815 -0.217
H 0.194 -3.586 1.661
C -3.051 1.486 3.127
C -4.166 1.470 2.100
C -4.550 6.546 3.743
H 7.238 -1.361 -5.973
H 1.689 -1.052 -6.074
H -4.997 6.382 2.754
H 1.802 -2.766 -5.841
H -0.350 6.120 2.600
H -4.768 2.997 5.659
H -2.482 -3.153 -2.120
O -11.388 -1.616 5.629
H -7.472 -1.657 -6.603
H 5.642 -1.230 0.898
H -9.989 -0.294 7.676
H 2.540 0.996 -5.005
N -5.141 -5.773 -2.551
H -3.230 6.668 -0.710
H 4.822 4.942 3.304
H 3.713 -3.742 1.857
H 0.140 -3.664 6.262
O -3.611 1.696 0.836
H 8.780 -1.426 4.152
H 4.035 1.714 -4.035
H -11.287 -3.705 5.495
H -12.791 -2.939 4.983
H -3.720 -4.637 3.713
H 0.295 5.865 -6.615
H 0.101 -1.904 3.056
H -4.544 1.417 6.366
H 5.883 0.711 3.241
H 3.324 -4.229 8.018
H -5.820 -5.495 -3.309
H 4.531 0.525 -8.008
N -2.327 5.494 3.291
C -6.760 1.790 7.843
H 6.148 2.483 1.438
H 6.152 5.815 2.565
H -0.500 -4.745 -2.169
C -1.466 2.521 -8.135
H 4.069 3.685 0.411
H 4.373 3.717 -5.955
H -9.644 -1.105 4.655
C 3.117 -1.588 6.999
H -0.376 1.691 -11.080
H -1.061 7.253 0.136
H 7.133 -1.358 4.871
H 7.490 1.980 -2.365
H 6.765 3.082 3.543
H 10.585 0.536 -1.357
H -0.090 -2.054 4.796
C -0.294 4.406 3.806
H 2.209 4.527 -1.909
H -2.796 7.145 4.529
H 6.348 5.444 4.210
H 8.614 4.619 2.977
H 3.615 -5.891 -1.792
C 4.172 -3.116 -2.988
H -1.658 -2.896 -5.928
O -1.233 0.313 -0.333
C 6.478 -4.314 3.548
H -5.197 -8.619 -2.831
O -4.467 -6.955 0.182
H 4.526 -3.461 4.027
H 2.451 -3.031 -1.854
C -0.832 -5.411 6.675
H 8.133 4.799 1.271
H -1.978 3.885 -6.638
H 4.704 2.402 4.173
H 3.453 -1.777 5.968
H 0.501 2.223 -2.704
H -8.128 -1.774 -4.994
H -5.128 -5.004 0.048
H 0.938 -4.746 8.405
C 3.304 1.164 -10.114
H -6.575 -3.627 -5.384
H 2.135 1.708 3.611
H -11.326 -2.951 3.914
H -1.118 -1.359 -1.047
H -0.190 1.972 4.200
N -1.885 5.353 -1.579
C 0.511 4.953 -6.114
H -4.494 2.853 7.534
H 2.302 0.785 -9.857
H 2.471 -0.668 6.947
H -6.315 -6.028 0.749
H -4.836 2.304 2.293
H 0.900 4.462 -0.797
C -5.961 -6.399 -1.486
H 7.518 0.461 0.865
C 7.573 1.608 -1.279
O 8.560 0.648 -1.284
H -5.774 -1.548 -3.418
C 4.269 -0.297 -8.636
H -3.511 2.657 0.727
O 3.552 0.810 4.773
H 3.976 -2.579 -3.895
C -2.124 3.222 -2.756
C 3.562 0.876 -4.590
H -2.876 4.815 1.473
H 1.893 -0.615 5.055
C -11.707 -2.830 4.957
C 0.022 0.654 0.267
C -9.975 -1.290 5.695
H -1.987 0.716 0.170
N 5.561 -1.732 -7.151
H -6.068 -7.491 -1.522
C -4.838 0.129 2.136
H 3.314 -0.689 -8.292
O 5.721 3.266 1.787
C 1.117 0.249 -0.652
O 0.614 -1.925 -3.702
O -0.927 3.810 4.938
C 1.708 5.054 -1.125
H -6.383 4.330 5.173
O 2.068 -3.266 2.465
H -3.673 -6.241 -3.949
H 8.069 0.189 4.714
C 2.606 -3.899 7.273
H -0.627 1.367 -3.656
C -2.401 6.716 -1.406
H 3.356 2.040 -9.514
H -1.418 -3.537 -4.382
N 1.434 -0.760 4.176
```

Calculated values
ΔE to the lowest compared entry with this formula, charge and spin (kJ/mol): 0.0
HOMO-LUMO gap (eV): 8.704
Highest occupied orbital energy (eV): -8.267
F_max (eV/Å): 4.01

These are the Mulliken partial charges, in e, on atoms 1 to 6: atom 1 (H): 0.224, atom 2 (H): -0.505, atom 3 (C): -0.501, atom 4 (H): 0.120, atom 5 (H): 0.517, atom 6 (H): 0.388

---

# 2
# C3H34N2O12S

A molecular structure, C3H34N2O12S at a distorted geometry (the ωB97M-V functional and the def2-TZVPD basis, the Open Molecules 2025 dataset).

Structure (XYZ):
```
52
C3H34N2O12S, DFT the ωB97M-V functional and the def2-TZVPD basis
H 0.343 0.797 -0.826
H -3.805 -2.064 -1.959
H -0.960 -0.858 0.144
H 2.952 -1.241 -1.956
O -0.662 1.516 -2.213
H -2.976 -0.189 0.648
H -2.480 -1.846 -1.181
H -2.604 -1.057 -2.931
H -1.427 -0.191 3.213
C 2.991 0.275 0.099
O -2.849 -2.042 -2.070
C 1.908 -1.011 -1.738
H -1.238 1.328 2.846
H 2.133 2.736 -2.396
O -3.472 0.566 1.024
H -0.224 -2.086 -1.794
O 1.905 -1.499 3.099
H 1.766 -1.473 0.360
H 1.696 -0.176 -2.414
H -3.094 0.623 1.940
S 0.976 -2.489 -2.208
H 2.229 -0.699 2.582
H 3.910 0.730 1.907
O -0.310 2.459 1.765
H -1.291 1.857 -1.541
O -1.856 0.683 3.221
H -2.733 1.721 0.302
O 2.313 2.328 0.860
H -1.137 0.846 -2.748
O -2.249 2.483 -0.160
H 2.978 1.194 -0.497
H 0.561 0.636 0.809
H 2.516 1.511 1.652
H 1.414 2.468 1.203
H -0.971 2.547 1.035
O -1.781 -1.398 0.322
H 2.504 -2.204 2.836
O -2.171 -0.387 -3.503
O 1.967 1.965 -1.846
H -1.764 -0.899 -4.209
H -0.973 -2.305 3.800
H 2.252 2.279 -0.115
N 0.516 0.135 -0.073
H -2.849 3.224 -0.274
H -1.630 -1.828 1.178
H 1.015 1.756 -1.996
N 2.971 0.602 1.549
H 3.913 -0.277 -0.094
C 1.779 -0.586 -0.280
H -0.446 3.188 2.379
O -0.739 -1.781 3.027
H 0.248 -1.675 3.051
```

Calculated values
ΔE to the lowest compared entry with this formula, charge and spin (kJ/mol): 241.3
HOMO-LUMO gap (eV): 8.383
Highest occupied orbital energy (eV): -8.119
F_max (eV/Å): 11.79

These are the Mulliken partial charges, in e, on atoms 1 to 6: atom 1 (H): -0.363, atom 2 (H): 0.338, atom 3 (H): 0.458, atom 4 (H): 0.491, atom 5 (O): -0.761, atom 6 (H): 0.446

---

# 3
# C12H21GdI2N2O

A molecular structure, C12H21GdI2N2O at a distorted geometry (the ωB97M-V functional and the def2-TZVPD basis, the Open Molecules 2025 dataset).

Structure (XYZ):
```
39
C12H21GdI2N2O, DFT the ωB97M-V functional and the def2-TZVPD basis
H 2.268 0.701 -2.585
C -0.417 2.038 -3.245
I 1.694 2.005 0.182
C -1.129 -0.152 2.633
H 1.310 0.850 3.404
C 0.160 -0.916 2.900
Gd 1.568 -0.862 -0.465
O -1.478 -1.893 -1.867
H -2.274 2.919 -2.450
C 0.949 -1.147 1.626
H 2.246 -2.335 -3.098
C -1.521 2.144 -2.472
H 1.547 -0.607 -3.619
H -2.628 -0.132 -0.276
H -0.816 -2.843 2.838
C -0.162 -2.275 3.508
C 1.515 0.460 -3.367
H -1.674 0.031 3.572
N -1.599 1.036 -1.681
C 1.057 -0.123 3.840
H 1.819 -1.783 1.956
C -2.559 0.906 -0.607
H -2.284 1.553 0.239
H 0.752 -2.862 3.659
H 1.664 -4.026 -2.987
C -0.471 0.276 -1.869
C 1.503 -2.997 -2.659
H -0.919 0.814 2.157
H 1.998 -0.656 4.022
H 1.773 1.042 -4.264
H -3.536 1.240 -0.981
I 2.234 -3.593 -0.285
H -0.027 2.689 -4.017
H 0.571 0.047 4.813
H -0.668 -2.170 4.480
H -1.781 -0.724 1.962
C -0.490 -1.190 -1.815
H 0.477 -2.700 -2.866
N 0.178 0.846 -2.944
```

Calculated values
ΔE to the lowest compared entry with this formula, charge and spin (kJ/mol): 636.1
⟨S²⟩: 16.493
2S+1: 8
HOMO-LUMO gap (alpha / beta) (eV): 3.200 / 3.557
Highest occupied orbital energy (alpha / beta) (eV): 1.754 / 1.194
Net charge: -2
F_max (eV/Å): 3.08

These are the Mulliken partial charges, in e, on atoms 1 to 6: atom 1 (H): 0.213, atom 2 (C): -0.409, atom 3 (I): -0.305, atom 4 (C): -1.485, atom 5 (H): 0.330, atom 6 (C): 2.804

---

# 4
# C2H5NO2

C2H5NO2 in the gas phase at a distorted geometry (the ωB97M-V functional and the def2-TZVPD basis, the Open Molecules 2025 dataset).

Structure (XYZ):
```
10
C2H5NO2, DFT the ωB97M-V functional and the def2-TZVPD basis
O -0.338 1.703 1.162
H -0.965 -0.750 1.154
H 0.621 2.222 -0.627
N -0.154 -1.398 -0.638
O 0.527 1.221 -0.803
C -0.081 0.850 0.375
C -0.101 -0.594 0.571
H 0.625 -1.235 -1.224
H 0.877 -0.746 1.128
H -1.011 -1.271 -1.098
```

Calculated values
ΔE to the lowest compared entry with this formula, charge and spin (kJ/mol): 63.2
HOMO-LUMO gap (eV): 10.234
Highest occupied orbital energy (eV): -9.570
SMILES string: NCC(=O)O
F_max (eV/Å): 2.90

These are the Mulliken partial charges, in e, on atoms 1 to 6: atom 1 (O): -0.558, atom 2 (H): 0.340, atom 3 (H): 0.343, atom 4 (N): -0.565, atom 5 (O): -0.468, atom 6 (C): 0.582

---

# 5
# C9H10N3O4SSbSe4Tc

A molecular structure, C9H10N3O4SSbSe4Tc (the ωB97M-V functional and the def2-TZVPD basis, the Open Molecules 2025 dataset).

Structure (XYZ):
```
33
C9H10N3O4SSbSe4Tc, DFT the ωB97M-V functional and the def2-TZVPD basis
O 2.918 2.734 -0.211
H -4.408 -0.717 4.807
C -3.976 -0.129 4.012
C -3.072 -0.702 3.170
H 0.401 3.394 1.207
C 2.006 0.366 -1.357
C 1.171 2.659 1.438
N 0.508 1.443 1.966
N 1.204 1.219 -0.490
S -2.113 2.101 0.572
O -1.700 -0.627 1.317
C -2.823 1.323 1.935
C -4.323 1.214 3.817
C -3.755 1.927 2.793
H -0.147 1.696 2.699
Sb 1.462 -2.557 -3.738
N -2.519 0.026 2.172
H 1.888 3.098 2.125
Tc -0.422 0.458 0.209
Se 2.815 -4.387 -4.084
H -4.006 2.962 2.612
Se -0.827 -4.036 -2.656
H -2.738 -1.728 3.224
Se -1.224 -2.656 -0.979
C 1.686 -1.061 -0.946
H -5.040 1.689 4.475
H 3.074 0.560 -1.246
Se -1.326 -0.587 -1.834
O 1.036 -1.216 0.128
H 1.753 0.496 -2.412
O 2.041 -2.027 -1.683
C 1.880 2.259 0.163
H 1.201 0.829 2.387
```

Calculated values
ΔE to the lowest compared entry with this formula, charge and spin (kJ/mol): 87.0
HOMO-LUMO gap (alpha / beta) (eV): 4.623 / 4.622
Highest occupied orbital energy (alpha / beta) (eV): -11.062 / -11.059
Net charge: +1
F_max (eV/Å): 0.57

These are the Mulliken partial charges, in e, on atoms 1 to 6: atom 1 (O): -0.589, atom 2 (H): 0.429, atom 3 (C): -0.739, atom 4 (C): -0.223, atom 5 (H): 0.248, atom 6 (C): -0.625

---

# 6
# C3H4O3

C3H4O3 in the gas phase at a distorted geometry (the ωB97M-V functional and the def2-TZVPD basis, the Open Molecules 2025 dataset).

Structure (XYZ):
```
10
C3H4O3, DFT the ωB97M-V functional and the def2-TZVPD basis
H 0.241 -1.369 -0.560
O -2.256 -0.399 0.122
H 2.314 0.100 -0.878
C 0.208 -0.369 -0.113
C 1.513 0.486 -0.187
H 1.516 1.547 -0.210
H -2.267 -1.474 0.260
C -1.121 0.302 0.166
O 1.091 -0.285 1.025
O -1.240 1.461 0.375
```

Calculated values
ΔE to the lowest compared entry with this formula, charge and spin (kJ/mol): 247.1
HOMO-LUMO gap (eV): 10.856
Highest occupied orbital energy (eV): -10.485
SMILES string: O=C(O)[C@H]1CO1
F_max (eV/Å): 4.93

These are the Mulliken partial charges, in e, on atoms 1 to 6: atom 1 (H): 0.295, atom 2 (O): -0.510, atom 3 (H): 0.223, atom 4 (C): 0.051, atom 5 (C): -0.357, atom 6 (H): 0.260

---

The highest F_max belongs to which entry? C3H34N2O12S